1.
Entry from the Open Molecules 2025 dataset: an isolated molecule of C7H10 in a non-equilibrium geometry (ωB97M-V/def2-TZVPD).

Structure (ORCA input):
```
! RIJCOSX wB97M-V def2-TZVPD def2/J DEFGRID3
* xyz 0 1
C -0.02336 1.26644 -2.95117
C 0.50247 0.94357 -1.77343
C -0.03917 -0.06124 -0.84962
C -0.12326 -1.37199 -1.11601
C -0.07188 0.33042 0.57489
C 0.24677 -0.49185 1.58259
C -0.26304 -0.29795 2.98889
H 0.36679 2.09898 -3.52144
H -0.75721 0.60384 -3.39065
H 1.21595 1.63283 -1.32725
H 0.32742 -1.78576 -2.01190
H -0.72076 -2.04478 -0.51904
H -0.07135 1.39104 0.82639
H 0.55086 -1.51549 1.38015
H 0.33388 0.44767 3.52397
H -1.28950 0.04823 2.98049
H -0.18462 -1.19395 3.60313
*
```

Its relative energy (zero: lowest compared OMol25 entry of this formula, charge and spin) is 56.7 kcal per mole. The HOMO-LUMO gap is 9.1822 eV. The total energy is -272.6276 hartree. The HOMO energy comes out at -0.3101 hartree. The LUMO energy is 0.02737 Eh. As for the structure (SMILES): C=CC(=C)/C=C/C.

2.
Entry from the Open Molecules 2025 dataset: a structure of composition C6H6O2 in a non-equilibrium geometry (ωB97M-V/def2-TZVPD).

Structure (ORCA input):
```
! RIJCOSX wB97M-V def2-TZVPD def2/J DEFGRID3
* xyz 0 1
C -2.87155 -0.64943 0.21752
C -0.58723 0.25154 -0.18245
C 0.19232 -0.82836 -0.01620
C 1.67648 -0.37174 0.14721
C 1.51123 1.06239 0.18073
C 0.24611 1.45816 0.03966
H -2.29482 -1.83211 -0.15243
H -3.87146 -0.29371 -0.41615
H -2.92596 -0.67353 1.53169
H -0.19362 -1.88064 -0.00180
H 2.28522 1.91886 0.28347
H -0.05416 2.45618 -0.08281
O -1.95822 0.40458 -0.30128
O 2.71454 -1.05839 -0.13382
*
```

Its relative energy (zero: lowest compared OMol25 entry of this formula, charge and spin) is 89.0 kcal per mole. The HOMO-LUMO gap is 8.0541 eV. The total energy is -382.5439 hartree. The HOMO energy comes out at -0.3314 hartree. The LUMO energy is -0.03538 Eh.

3.
Entry from the Open Molecules 2025 dataset: an isolated molecule of C4H8O2 in a non-equilibrium geometry (ωB97M-V/def2-TZVPD).

Structure (ORCA input):
```
! RIJCOSX wB97M-V def2-TZVPD def2/J DEFGRID3
* xyz 0 1
O -1.92657 -1.00203 -1.89071
C -0.88178 -1.00956 -1.28983
C -0.64910 -0.21263 -0.04652
C 0.48290 0.77975 -0.21736
C 1.16423 1.18062 1.09066
O 1.33508 0.05793 1.97685
H -0.01595 -1.58623 -1.67320
H -0.39462 -0.85925 0.80315
H -1.55813 0.23361 0.34918
H 1.21360 0.41783 -0.93817
H 0.01301 1.66279 -0.65552
H 2.13737 1.60980 0.86085
H 0.57309 1.87384 1.68700
H 2.20639 -0.32386 1.84044
*
```

Its relative energy (zero: lowest compared OMol25 entry of this formula, charge and spin) is 32.7 kcal per mole. The HOMO-LUMO gap is 10.5427 eV. The total energy is -307.6603 hartree. The HOMO energy comes out at -0.3600 hartree. The LUMO energy is 0.02741 Eh. As for the structure (SMILES): O=CCCCO.